{
  "formula": "C4H7Cl",
  "method": "the ωB97M-V functional and the def2-TZVPD basis",
  "symbols": ["C", "C", "C", "C", "H", "H", "H", "H", "H", "H", "H", "Cl"],
  "xyz": [[1.309621, -0.552865, 1.707962], [-0.125065, -0.496094, 1.011467], [-0.344576, -1.444292, -0.194316], [0.181615, -0.064567, -0.296181], [1.349186, 0.442173, 2.278625], [2.209200, -0.566468, 1.141682], [1.434135, -1.298936, 2.580050], [-0.901728, -0.358477, 1.654163], [-1.339716, -1.756218, -0.508539], [0.396495, -2.294396, -0.235532], [1.193068, -0.083558, -0.694425], [-0.615895, 1.250752, -1.152330]],
  "forces_ev_per_a": [[-1.97, 0.55, 4.15], [4.94, -2.57, 0.31], [0.77, -1.63, 0.82], [-0.23, 0.92, -3.80], [0.08, -1.13, -0.79], [0.23, -0.32, -1.07], [-0.42, 0.74, -1.50], [-2.11, 1.21, 1.21], [0.09, 0.57, 0.30], [-0.80, 1.14, -0.33], [0.02, 0.43, 0.83], [-0.60, 0.09, -0.13]],
  "lowdin_charge": [-0.07, -0.30, -0.10, -0.77, 0.09, 0.05, 0.09, 0.10, 0.10, 0.12, 0.09, 0.59],
  "molar_mass_g_mol": 90.6,
  "homo_energy_ev": -9.9,
  "de_lowest_kj_mol": 132.3
}


{
  "formula": "C4H12IN2",
  "method": "the ωB97M-V functional and the def2-TZVPD basis",
  "symbols": ["C", "C", "C", "C", "N", "N", "I", "H", "H", "H", "H", "H", "H", "H", "H", "H", "H", "H", "H"],
  "xyz": [[0.132365, -0.457233, -2.184572], [1.210802, 0.417654, 0.530225], [-0.970121, 1.086149, 0.963649], [-0.523103, -1.953593, 0.912415], [-0.396446, 0.499705, -1.261937], [-0.198038, 0.317639, 0.061265], [-2.387868, -2.307499, 0.249226], [0.880250, 0.052606, -2.908826], [0.477170, -1.353971, -1.589224], [-0.767752, -0.993180, -2.622728], [1.773545, -0.082224, -0.208817], [1.665776, 1.441059, 0.635487], [1.129946, -0.090578, 1.482923], [-0.760498, 0.892011, 2.016738], [-0.807748, 2.182629, 0.770210], [-2.087146, 1.024807, 0.753004], [-0.545661, -1.797249, 1.966222], [0.289302, -2.385442, 0.370401], [-1.445707, 0.922811, -1.449004]],
  "forces_ev_per_a": [[-0.31, -1.72, -0.75], [-0.22, 0.30, -0.02], [-3.22, 2.55, -0.34], [-0.85, 0.89, -0.75], [-4.28, 2.48, 0.51], [1.74, -0.49, 0.89], [-0.41, -0.16, -0.39], [-1.31, -1.42, 1.15], [0.65, 1.26, -0.68], [1.17, 1.11, -0.53], [1.05, -0.90, -0.34], [-1.10, -0.62, -0.16], [0.91, -0.03, 0.08], [0.06, -0.27, -0.39], [0.32, -0.81, 0.25], [1.23, -0.57, 0.37], [0.64, 0.22, 0.52], [0.42, -0.17, 0.06], [3.52, -1.65, 0.49]],
  "lowdin_charge": [-0.09, -0.01, -0.10, -0.55, -0.06, -0.32, 0.96, 0.13, 0.08, 0.10, 0.07, 0.13, 0.09, 0.11, 0.13, 0.10, -0.01, -0.01, 0.23],
  "molar_mass_g_mol": 215.1,
  "total_charge": 1,
  "homo_energy_ev": [-12.4, -13.3],
  "de_lowest_kj_mol": 464.4
}


{
  "formula": "C30H41MgN5O4SSe",
  "method": "the ωB97M-V functional and the def2-TZVPD basis",
  "symbols": ["Mg", "C", "C", "C", "C", "C", "C", "C", "S", "O", "O", "N", "C", "C", "O", "O", "H", "H", "H", "H", "H", "H", "H", "H", "H", "C", "C", "C", "C", "N", "C", "Se", "N", "C", "C", "C", "C", "C", "C", "C", "C", "C", "C", "H", "H", "H", "H", "H", "H", "H", "H", "H", "H", "H", "H", "H", "H", "H", "H", "H", "H", "H", "H", "H", "H", "N", "C", "N", "C", "C", "C", "C", "C", "H", "H", "H", "H", "H", "H", "H", "H", "H", "H"],
  "xyz": [[-0.549670, -0.805531, -1.215587], [-5.216251, -4.052543, 4.599083], [-4.254844, -3.231773, 3.784239], [-3.297137, -3.842863, 2.982114], [-2.389893, -3.088962, 2.252566], [-2.440471, -1.707174, 2.320237], [-3.384883, -1.075400, 3.117454], [-4.284610, -1.839533, 3.840165], [-1.324527, -0.717739, 1.365815], [-0.964258, 0.416747, 2.187593], [-2.097842, -0.361226, 0.139283], [-0.170312, -1.603469, 0.827733], [1.200709, -1.336987, 1.244537], [2.041344, -0.896344, 0.034182], [3.258761, -1.024236, 0.078434], [1.372131, -0.411705, -0.954275], [-5.412011, -5.015656, 4.128505], [-6.166330, -3.534599, 4.727290], [-4.809905, -4.246983, 5.593983], [-3.258565, -4.924901, 2.929320], [-1.634505, -3.558349, 1.636085], [-3.404306, 0.004829, 3.173191], [-5.024031, -1.348398, 4.461718], [1.672150, -2.218071, 1.686144], [1.258075, -0.533706, 1.985882], [-2.279281, 5.671382, 1.179841], [-1.792399, 5.351997, -0.229278], [-2.351507, 4.038728, -0.771411], [-1.767214, 2.783337, -0.136051], [-0.353931, 2.613418, -0.474001], [0.117224, 2.109419, -1.635132], [-0.913977, 1.212830, -2.913607], [1.453056, 2.257842, -1.652710], [2.378118, 1.759124, -2.663778], [2.973816, 2.900078, -3.481138], [1.966254, 3.592744, -4.397100], [1.562692, 2.741473, -5.595179], [1.864666, 2.797017, -0.443752], [3.132078, 3.051000, 0.063273], [3.199319, 3.562838, 1.345545], [2.043254, 3.805845, 2.097534], [0.783100, 3.539988, 1.594827], [0.717643, 3.030111, 0.305359], [-1.833806, 6.592385, 1.557069], [-2.034913, 4.876586, 1.887213], [-3.364459, 5.793661, 1.193483], [-0.698609, 5.325445, -0.250725], [-2.084329, 6.163623, -0.899699], [-2.191420, 3.969778, -1.850383], [-3.434939, 4.011612, -0.618878], [-2.292867, 1.897787, -0.479377], [-1.829577, 2.783519, 0.951574], [1.821114, 1.059543, -3.282152], [3.139563, 1.183591, -2.137414], [3.793216, 2.490580, -4.079383], [3.421537, 3.629471, -2.800414], [2.396211, 4.534054, -4.747686], [1.075802, 3.862233, -3.819668], [2.436083, 2.487041, -6.200501], [0.856180, 3.272489, -6.234121], [1.081266, 1.814071, -5.282905], [4.025029, 2.836266, -0.506640], [4.167023, 3.765664, 1.784024], [2.138995, 4.193567, 3.102851], [-0.104610, 3.696888, 2.190202], [-0.610721, -2.607050, -2.314384], [-0.002080, -3.513497, -1.915485], [0.670584, -4.543905, -1.499466], [2.119255, -4.657675, -1.757921], [2.915643, -4.441434, -0.480065], [2.394287, -5.322218, 0.654107], [0.898034, -5.109021, 0.876989], [0.127715, -5.369866, -0.407580], [2.381946, -3.931096, -2.524553], [2.288935, -5.660259, -2.160810], [2.878953, -3.387960, -0.195720], [3.963492, -4.667158, -0.687768], [2.944100, -5.104434, 1.570413], [2.575493, -6.377593, 0.418565], [0.704482, -4.080010, 1.193163], [0.522238, -5.772542, 1.658954], [-0.932871, -5.143572, -0.309061], [0.226295, -6.415160, -0.714777]],
  "forces_ev_per_a": [[0.17, 0.09, 0.17], [0.00, 0.00, 0.00], [0.00, 0.01, 0.00], [0.01, -0.01, -0.01], [0.00, 0.00, 0.00], [-0.01, 0.00, 0.02], [0.00, -0.01, 0.00], [0.00, -0.01, 0.00], [-0.03, 0.10, -0.07], [-0.01, -0.02, 0.00], [-0.01, -0.10, -0.08], [0.06, -0.02, 0.04], [-0.04, 0.00, 0.00], [-0.02, 0.01, -0.01], [0.01, 0.06, 0.00], [-0.05, -0.19, -0.06], [0.00, 0.00, 0.00], [0.00, 0.00, 0.00], [0.00, 0.00, 0.00], [0.00, 0.00, 0.00], [0.00, 0.00, 0.00], [0.00, 0.00, 0.00], [0.00, 0.00, 0.00], [0.01, 0.01, -0.01], [0.01, 0.01, 0.00], [-0.01, 0.00, 0.01], [0.02, 0.00, 0.00], [-0.02, -0.01, -0.01], [0.02, -0.03, 0.02], [0.00, 0.00, 0.02], [0.00, -0.02, -0.02], [-0.04, 0.10, -0.02], [0.00, 0.01, 0.01], [0.02, 0.01, -0.01], [0.00, 0.00, 0.00], [0.00, 0.01, 0.01], [0.00, -0.01, -0.01], [0.01, 0.01, 0.00], [0.00, 0.00, 0.00], [0.00, 0.00, 0.00], [-0.01, 0.00, 0.00], [0.01, 0.00, -0.01], [-0.01, 0.00, 0.00], [0.00, 0.00, 0.00], [0.00, 0.01, -0.01], [0.00, 0.00, 0.00], [0.00, 0.00, 0.00], [-0.01, 0.00, 0.00], [0.00, 0.00, 0.00], [0.00, 0.01, 0.00], [0.00, -0.02, -0.02], [0.00, 0.02, 0.00], [0.00, 0.00, 0.00], [0.00, 0.00, 0.00], [0.00, 0.00, 0.00], [0.00, 0.00, 0.00], [0.01, 0.00, 0.00], [0.00, 0.00, 0.00], [0.00, 0.00, 0.00], [0.00, 0.00, 0.00], [0.00, 0.00, 0.00], [0.00, 0.00, 0.00], [0.00, 0.00, 0.00], [0.00, 0.00, 0.00], [0.01, -0.01, 0.00], [-0.09, -0.03, 0.06], [0.08, 0.06, -0.04], [-0.04, -0.04, 0.03], [-0.03, 0.01, -0.01], [0.02, -0.02, 0.00], [0.00, -0.01, 0.00], [-0.02, 0.03, 0.01], [0.03, -0.01, -0.03], [0.01, 0.00, 0.00], [0.00, 0.00, 0.00], [-0.01, 0.01, 0.00], [0.00, 0.00, 0.01], [0.00, 0.00, 0.00], [0.01, 0.00, 0.00], [-0.01, -0.04, 0.00], [0.00, -0.01, 0.00], [0.00, 0.00, 0.01], [-0.01, 0.00, 0.01]],
  "lowdin_charge": [0.46, -0.05, -0.27, -0.04, -0.05, -0.27, -0.05, -0.03, 0.59, -0.29, -0.38, -0.25, -0.17, -0.63, 0.02, -0.13, 0.08, 0.08, 0.09, 0.11, 0.09, 0.12, 0.11, 0.10, 0.12, -0.11, -0.25, -0.18, -0.15, 0.01, -0.64, 0.76, -0.01, -0.15, -0.18, -0.26, -0.11, -0.14, 0.01, -0.07, -0.07, 0.00, -0.14, 0.07, 0.05, 0.07, 0.10, 0.11, 0.10, 0.12, 0.08, 0.12, 0.08, 0.13, 0.12, 0.10, 0.10, 0.10, 0.07, 0.07, 0.04, 0.12, 0.10, 0.10, 0.11, 0.17, -0.23, -0.06, -0.11, -0.16, -0.19, -0.18, -0.12, 0.13, 0.13, 0.09, 0.12, 0.11, 0.11, 0.08, 0.12, 0.12, 0.13],
  "molar_mass_g_mol": 671.0,
  "homo_energy_ev": -8.1,
  "de_lowest_kj_mol": 15.8
}


{
  "formula": "C4H5N3O",
  "method": "the ωB97M-V functional and the def2-TZVPD basis",
  "symbols": ["C", "C", "C", "C", "H", "H", "H", "H", "H", "N", "N", "N", "O"],
  "xyz": [[-1.525270, 0.327081, -0.065518], [0.507129, 1.074240, 0.063323], [1.712744, 0.198571, 0.145124], [0.701694, -1.102877, -0.029637], [-2.497854, -1.152207, -0.478159], [2.005725, 0.255576, 1.304835], [2.566362, 0.487954, -0.776486], [0.907327, -1.859991, -0.803385], [0.092270, -1.542565, 0.808282], [-1.480869, 1.621460, -0.052275], [-0.113168, 2.182808, -0.015081], [-0.253825, -0.037327, -0.307502], [-2.622265, -0.452729, 0.206480]],
  "forces_ev_per_a": [[0.10, 2.33, -0.03], [0.19, -2.52, -3.61], [3.06, 0.06, 1.41], [-0.66, 1.20, 0.61], [-0.86, 0.15, 0.82], [0.50, -0.23, -2.83], [-2.22, -1.37, 3.20], [-0.08, 0.67, 0.11], [2.28, -0.49, 0.20], [-1.81, 2.38, 0.61], [-2.26, -1.57, 1.12], [0.05, -0.40, 0.32], [1.70, -0.20, -1.92]],
  "lowdin_charge": [-0.45, -0.40, -0.05, -0.06, 0.13, 0.14, 0.18, 0.10, 0.13, 0.08, 0.12, -0.03, 0.10],
  "molar_mass_g_mol": 111.1,
  "homo_energy_ev": -9.3,
  "de_lowest_kj_mol": 540.5
}


Question: Number 2 is which compound?
Answer: C4H12IN2